No. 1
{"formula": "C6H8", "method": "ωB97M-V with the def2-TZVPD basis set", "symbols": ["C", "C", "C", "C", "C", "C", "H", "H", "H", "H", "H", "H", "H", "H"], "positions_angstrom": [[1.08, -1.33, 0.49], [1.70, -2.45, 0.49], [-0.39, 2.23, 0.19], [0.58, -0.03, 0.50], [-0.39, 0.94, -0.14], [-1.43, 0.30, -0.86], [2.47, -2.34, -0.24], [1.35, -3.39, 0.73], [0.33, 2.65, 0.89], [-1.16, 2.74, -0.37], [0.97, 0.47, 1.34], [-1.81, -0.38, -0.15], [-1.11, -0.29, -1.68], [-2.21, 0.90, -1.20]], "spin_multiplicity": 3, "de_lowest_kj_mol": 237.0}

---

No. 2
{"formula": "C6H81NO36", "method": "ωB97M-V with the def2-TZVPD basis set", "symbols": ["C", "O", "C", "C", "O", "C", "C", "C", "N", "H", "H", "H", "H", "H", "H", "H", "H", "H", "H", "H", "H", "H", "O", "H", "H", "O", "H", "H", "O", "H", "H", "O", "H", "H", "O", "H", "H", "O", "H", "H", "O", "H", "H", "O", "H", "H", "O", "H", "H", "O", "H", "H", "O", "H", "H", "O", "H", "H", "O", "H", "H", "O", "H", "H", "O", "H", "H", "O", "H", "H", "O", "H", "H", "O", "H", "H", "O", "H", "H", "O", "H", "H", "O", "H", "H", "O", "H", "H", "O", "H", "H", "O", "H", "H", "O", "H", "H", "O", "H", "H", "O", "H", "H", "O", "H", "H", "O", "H", "H", "O", "H", "H", "O", "H", "H", "O", "H", "H", "O", "H", "H", "O", "H", "H"], "positions_angstrom": [[2.86, 1.71, -0.92], [3.28, 2.94, -1.44], [2.34, 3.33, -2.36], [1.37, 4.29, -1.68], [0.84, 3.78, -0.48], [-0.46, 3.32, -0.52], [-0.63, 1.93, -1.09], [-2.05, 1.58, -1.33], [-3.00, 1.99, -0.67], [1.98, 1.79, -0.31], [3.63, 1.34, -0.29], [2.64, 1.00, -1.68], [2.82, 3.87, -3.15], [1.84, 2.50, -2.83], [0.61, 4.64, -2.36], [1.96, 5.12, -1.39], [-0.79, 3.24, 0.50], [-1.17, 4.00, -0.97], [-0.12, 1.80, -2.02], [-0.25, 1.22, -0.38], [-2.27, 0.89, -2.11], [-2.64, 2.61, 0.06], [0.28, 0.89, 1.33], [0.03, 1.43, 0.58], [0.84, 1.48, 1.86], [2.75, 0.66, 2.37], [3.02, 0.63, 3.29], [2.49, -0.24, 2.17], [3.92, -2.02, 1.95], [4.88, -2.10, 1.85], [3.69, -2.76, 2.53], [3.46, -0.89, 4.80], [3.63, -1.73, 5.25], [3.38, -1.14, 3.87], [1.52, -3.80, 1.31], [2.36, -3.35, 1.18], [0.95, -3.42, 0.62], [0.61, -0.28, 5.87], [1.57, -0.37, 5.76], [0.37, -1.01, 6.44], [-0.81, -5.38, 0.39], [0.01, -5.15, 0.85], [-1.37, -5.73, 1.09], [2.48, -0.32, -3.91], [3.06, 0.45, -3.97], [2.95, -1.00, -4.40], [2.81, -4.48, -1.36], [2.36, -4.35, -2.20], [2.35, -5.23, -0.96], [3.35, -6.01, -3.63], [3.65, -6.07, -2.71], [3.06, -6.90, -3.83], [-3.76, 1.52, -4.54], [-3.69, 2.06, -3.75], [-3.67, 0.62, -4.21], [-3.55, 3.23, 2.01], [-4.35, 2.72, 2.17], [-3.85, 4.15, 2.06], [0.04, -2.19, -3.88], [0.88, -1.74, -4.03], [-0.56, -1.78, -4.51], [3.29, -1.37, -1.31], [3.64, -1.47, -0.42], [2.97, -2.25, -1.53], [-5.58, 0.06, -2.58], [-6.06, 0.52, -3.27], [-4.92, 0.70, -2.30], [-1.89, -1.27, 1.02], [-1.08, -0.76, 0.93], [-2.46, -0.94, 0.32], [4.70, -3.28, 5.52], [5.65, -3.35, 5.44], [4.45, -4.01, 6.10], [-1.48, -3.42, -6.05], [-2.33, -3.81, -5.84], [-0.93, -3.61, -5.28], [-1.63, 0.90, 4.23], [-2.17, 1.05, 5.01], [-0.77, 0.65, 4.59], [-2.74, -2.77, -1.41], [-3.56, -2.56, -0.94], [-2.33, -3.44, -0.86], [5.84, -5.82, 6.78], [6.79, -5.90, 6.71], [5.58, -6.55, 7.36], [-6.52, 2.41, -0.98], [-6.83, 2.61, -0.10], [-5.58, 2.23, -0.88], [-1.16, 2.05, 2.41], [-1.91, 1.68, 2.88], [-0.42, 1.99, 3.03], [-4.96, -2.98, 1.02], [-4.17, -2.69, 1.48], [-5.49, -3.38, 1.70], [5.24, -8.48, 6.80], [4.72, -9.23, 6.52], [5.46, -8.02, 5.99], [-5.29, 5.77, 0.99], [-4.55, 6.22, 0.58], [-6.05, 6.05, 0.48], [-2.16, 0.41, -7.26], [-2.81, 0.66, -6.60], [-1.59, -0.20, -6.80], [1.28, 7.74, -1.93], [2.15, 8.00, -1.64], [0.87, 7.36, -1.15], [-2.78, 5.47, 4.07], [-2.30, 6.25, 3.78], [-2.39, 4.75, 3.57], [-0.22, -4.74, 3.81], [0.54, -4.31, 3.41], [-0.70, -4.02, 4.23], [-0.57, 8.90, -4.28], [-1.36, 8.50, -3.93], [0.09, 8.77, -3.59], [-4.33, -2.39, -5.66], [-3.58, -1.94, -6.06], [-4.80, -1.70, -5.18], [3.88, -5.28, -6.66], [3.34, -5.14, -5.88], [4.73, -5.54, -6.31], [-2.22, 8.69, 4.19], [-2.97, 8.31, 4.67], [-1.49, 8.63, 4.81]], "spin_multiplicity": 1}

---

No. 3
{"formula": "C6H8AgLiO6", "method": "ωB97M-V with the def2-TZVPD basis set", "symbols": ["O", "C", "C", "O", "C", "H", "H", "H", "H", "O", "Ag", "C", "C", "O", "C", "O", "O", "H", "H", "H", "H", "Li"], "positions_angstrom": [[2.92, 3.67, -0.40], [1.78, 3.03, -0.54], [3.98, 2.93, -1.03], [1.87, 2.02, -1.38], [3.23, 1.86, -1.83], [4.62, 2.51, -0.25], [4.56, 3.62, -1.66], [3.55, 0.84, -1.61], [3.25, 2.04, -2.91], [0.86, 3.11, 0.27], [-1.42, 1.87, 0.25], [-0.82, -0.23, 1.99], [-0.59, -1.58, 1.39], [-0.24, -2.61, 2.41], [-0.05, -3.87, 2.02], [-0.15, -4.20, 0.80], [0.13, -4.73, 2.93], [0.09, 0.11, 2.52], [-1.64, -0.27, 2.73], [0.25, -1.58, 0.68], [-1.48, -1.97, 0.88], [0.24, -5.99, 1.46]], "spin_multiplicity": 1, "de_lowest_kj_mol": 1.9}

---

No. 4
{"formula": "C6H8AlF9O12S4", "method": "ωB97M-V with the def2-TZVPD basis set", "symbols": ["Al", "C", "F", "F", "F", "S", "O", "O", "O", "C", "F", "F", "F", "S", "O", "O", "O", "C", "F", "F", "F", "S", "O", "O", "O", "O", "S", "O", "O", "C", "C", "C", "H", "H", "H", "H", "H", "H", "H", "H"], "positions_angstrom": [[-1.75, -0.05, -0.85], [-4.86, 0.53, 3.21], [-5.52, 1.69, 3.25], [-4.71, 0.13, 4.46], [-5.56, -0.31, 2.47], [-3.15, 0.91, 2.47], [-2.87, -0.26, 1.61], [-3.28, 2.14, 1.73], [-2.31, 0.97, 3.63], [-0.26, -4.94, -2.20], [-1.26, -5.52, -1.53], [0.71, -4.63, -1.36], [0.18, -5.77, -3.12], [-0.93, -3.39, -3.05], [-1.04, -2.46, -1.92], [0.07, -3.08, -4.04], [-2.19, -3.81, -3.61], [1.15, 1.40, -4.63], [1.41, 2.67, -4.86], [1.73, 0.58, -5.48], [1.62, 1.13, -3.40], [-0.72, 1.12, -4.63], [-0.99, 0.47, -5.89], [-1.05, 0.24, -3.50], [-1.27, 2.44, -4.48], [-0.04, 0.22, 1.34], [1.00, 0.39, 2.32], [1.32, -0.55, 3.33], [2.35, 0.68, 1.55], [3.62, 0.53, 2.28], [4.49, 1.62, 1.74], [0.74, 1.95, 3.11], [3.93, -0.49, 2.11], [3.43, 0.64, 3.35], [4.08, 2.62, 1.90], [4.60, 1.63, 0.66], [5.49, 1.65, 2.17], [0.98, 2.78, 2.44], [1.18, 2.09, 4.09], [-0.33, 2.03, 3.32]], "spin_multiplicity": 1}

---

No. 5
{"formula": "C6H8AlOP", "method": "ωB97M-V with the def2-TZVPD basis set", "symbols": ["C", "C", "C", "C", "C", "Al", "P", "H", "H", "H", "H", "H", "H", "H", "H", "O", "C"], "positions_angstrom": [[-0.58, 0.47, -1.31], [-1.35, 1.65, -1.13], [-0.42, 2.65, -0.65], [0.88, 2.27, -1.07], [0.82, 0.86, -1.25], [1.56, -1.50, 1.33], [0.08, -3.26, 1.10], [-0.92, -0.56, -1.45], [-2.41, 1.75, -1.31], [-0.71, 3.62, -0.25], [1.66, 0.18, -1.36], [1.79, 2.86, -1.09], [0.71, -4.40, 0.49], [-1.07, -3.13, 0.24], [-0.49, -3.90, 2.26], [-0.11, 0.58, 3.05], [0.57, -0.12, 2.40]], "spin_multiplicity": 1, "de_lowest_kj_mol": 79.4}

---

No. 6
{"formula": "C6H8BFN2O2", "method": "ωB97M-V with the def2-TZVPD basis set", "symbols": ["B", "C", "C", "C", "C", "C", "C", "N", "N", "O", "O", "F", "H", "H", "H", "H", "H", "H", "H", "H"], "positions_angstrom": [[-1.31, -1.66, 0.20], [0.20, 2.61, 0.15], [1.10, 1.66, -0.43], [-1.07, 2.30, 0.47], [-1.19, -0.14, 0.18], [0.88, 0.36, -0.63], [-1.75, 1.02, 0.41], [2.58, -1.26, -0.19], [1.59, -0.73, -1.12], [-2.46, -2.05, 0.91], [-0.49, -2.39, -0.52], [-3.11, 1.20, 0.78], [0.59, 3.59, 0.46], [2.13, 2.07, -0.60], [-1.55, 3.22, 0.95], [2.76, -0.56, 0.50], [3.35, -1.53, -0.82], [1.08, -1.50, -1.37], [-2.71, -2.95, 1.01], [-0.61, -3.28, -0.34]], "spin_multiplicity": 1, "de_lowest_kj_mol": 486.5}

---

No. 7
{"formula": "C6H8BeO6", "method": "ωB97M-V with the def2-TZVPD basis set", "symbols": ["O", "Be", "O", "C", "O", "C", "C", "H", "H", "H", "H", "O", "C", "C", "O", "O", "C", "H", "H", "H", "H"], "positions_angstrom": [[1.73, 0.11, -0.17], [1.53, 1.57, -0.34], [3.36, 1.49, 0.09], [3.09, 0.25, 0.16], [3.76, -0.71, 0.44], [1.08, -1.17, -0.11], [-0.19, -1.12, -0.87], [1.78, -1.91, -0.53], [0.91, -1.43, 0.95], [-0.21, -0.59, -1.82], [-0.86, -1.97, -0.74], [-1.73, 1.49, -0.64], [-0.51, 1.45, -0.17], [-2.43, 0.30, -0.16], [0.43, 2.04, -0.67], [-0.45, 0.78, 0.95], [-1.75, 0.22, 1.22], [-3.05, -0.73, 0.03], [-1.57, -0.81, 1.55], [-2.25, 0.79, 2.01], [-2.66, -0.05, -1.18]], "spin_multiplicity": 2, "de_lowest_kj_mol": 78.3, "total_charge": 1}

---

No. 8
{"formula": "C6H8Br2N2S", "method": "ωB97M-V with the def2-TZVPD basis set", "symbols": ["C", "C", "C", "C", "C", "C", "N", "N", "S", "Br", "Br", "H", "H", "H", "H", "H", "H", "H", "H"], "positions_angstrom": [[-3.19, -0.64, -1.36], [-2.37, -0.12, -0.21], [1.62, 0.02, -0.67], [-0.56, 0.37, 1.57], [0.16, -0.29, -0.90], [-0.92, 0.43, -0.16], [-4.36, -1.05, -0.94], [-3.07, -0.16, 0.89], [-4.49, -0.92, 0.70], [-0.38, -2.28, -0.37], [-0.97, 2.36, -0.55], [-3.02, -0.69, -2.36], [1.90, -0.02, 0.31], [2.04, -0.81, -1.28], [1.83, 0.94, -1.24], [-0.70, -0.73, 1.87], [-1.33, 0.79, 2.20], [0.37, 0.75, 1.91], [-0.06, -0.27, -1.98]], "spin_multiplicity": 1, "smiles": "C[C@@H](Br)[C@@](C)(Br)c1cnsn1", "de_lowest_kj_mol": 57.0}

---

No. 9
{"formula": "C6H8Br2N4O2", "method": "ωB97M-V with the def2-TZVPD basis set", "symbols": ["C", "C", "C", "C", "C", "C", "N", "N", "N", "N", "O", "O", "Br", "Br", "H", "H", "H", "H", "H", "H", "H", "H"], "positions_angstrom": [[0.57, -2.11, -0.02], [0.30, 1.00, 2.01], [0.78, 0.19, -0.10], [-0.71, -0.18, 0.30], [0.89, 0.87, -1.50], [-2.02, 0.51, -0.82], [1.46, -1.10, -0.16], [1.20, 1.12, 0.95], [-0.76, -1.62, 0.08], [-0.87, 0.39, 1.57], [0.90, -3.26, -0.11], [0.51, 1.30, 3.11], [2.76, 0.78, -1.97], [-3.59, 0.87, -0.02], [0.54, 1.85, -1.66], [0.50, 0.11, -2.20], [-2.18, -0.31, -1.49], [-1.70, 1.39, -1.30], [2.29, -1.24, -0.78], [2.18, 1.29, 1.11], [-1.32, -2.07, 0.79], [-1.72, 0.24, 2.22]], "spin_multiplicity": 1, "smiles": "O=C1N[C@]2(CBr)NC(=O)N[C@]2(CBr)N1", "de_lowest_kj_mol": 0.0}

---

No. 10
{"formula": "C6H8BrClIN3O3", "method": "ωB97M-V with the def2-TZVPD basis set", "symbols": ["C", "C", "C", "C", "C", "C", "N", "N", "N", "O", "O", "O", "Cl", "Br", "I", "H", "H", "H", "H", "H", "H", "H", "H"], "positions_angstrom": [[0.89, -0.50, 1.80], [-2.28, 0.11, -0.86], [0.83, 1.66, -1.52], [2.21, -0.43, 2.53], [-3.32, -1.00, -0.82], [-0.26, 0.93, 0.16], [0.03, 2.31, -2.28], [0.72, 0.60, 1.00], [-1.14, -0.06, -0.10], [0.04, -1.35, 1.96], [-2.45, 1.05, -1.62], [2.01, 1.44, -1.39], [3.71, -0.13, 1.49], [-3.71, -1.79, 0.91], [-0.96, 2.90, 0.72], [2.39, -1.41, 2.99], [2.12, 0.36, 3.18], [-3.04, -1.91, -1.50], [-4.42, -0.72, -1.23], [-0.90, 2.46, -2.01], [0.36, 2.57, -3.29], [1.60, 1.22, 0.71], [-1.17, -0.92, 0.51]], "spin_multiplicity": 3, "de_lowest_kj_mol": 0.0}

---

Computed values of max |F| (unit: eV Å⁻¹) for the preceding records, in sequence: 7.3, 3.5, 3.6, 3.2, 5.6, 4.5, 15.1, 5.2, 5.0, 5.1.
Computed values of total energy (unit: a.u.) for the preceding records, in sequence: -233.156668, -3040.373211, -839.340930, -3870.028620, -892.220597, -618.052633, -699.109139, -5889.100658, -5750.995415, -3955.178628.